The following is a quantum chemistry calculation of 4 unconnected molecules or ions with the total composition CH10N2O3, from OMol25.

- HOMO-LUMO gap: 9.449 eV
- HOMO level: -9.01 eV
- Total charge: 0
- Total energy: -10322.192 eV
- SMILES: [H]/N=C/N.O.O.O
- Relative energy (zero: lowest compared OMol25 entry of this formula, charge and spin): 37.1 kJ/mol
- Maximum force: 0.0142 Eh/bohr
- Multiplicity: 1

```
16
CH10N2O3, DFT ωB97M-V/def2-TZVPD
N -0.865 0.050 0.273
C -2.104 0.552 0.460
N -2.839 0.855 -0.535
H -0.295 -0.310 1.023
H -0.519 -0.025 -0.675
H -2.413 0.594 1.505
H -3.708 1.296 -0.272
H 4.021 -0.179 -0.036
H 4.053 0.905 1.091
O 3.599 0.123 0.772
H -2.040 0.470 -2.384
H -1.380 0.543 -3.760
O -1.328 0.057 -2.930
H 2.198 -2.370 1.976
H 2.021 -0.956 1.455
O 1.599 -1.606 2.037
```

Löwdin population analysis, charges in e, atoms 1 to 6:
1. N 0.101
2. C -0.370
3. N 0.037
4. H 0.070
5. H 0.081
6. H 0.118